Density functional theory data (ωB97M-V/def2-TZVPD) for a 2-piece molecular cluster, C10H19NO overall.

```
31
C10H19NO, DFT ωB97M-V/def2-TZVPD
C 1.16533 0.17387 1.31355
C 1.42204 2.36693 -1.66609
C 0.53392 -0.81798 1.48416
C -0.45757 2.20889 -3.30021
C -1.42257 -2.19325 0.93230
C 0.66386 -3.24171 1.75612
C -0.90616 -1.93583 3.15727
C 0.76483 3.02089 -2.78770
C -0.23617 1.56693 -0.12460
C -0.20458 -1.98141 1.84597
N 0.50066 2.53233 -0.41969
O -0.66783 0.47596 -0.70659
H 1.67908 0.89663 0.74641
H 2.37577 2.82506 -1.35340
H 1.43113 1.27473 -1.76887
H -0.95466 2.78938 -4.14255
H -0.12015 1.25367 -3.53340
H -1.15063 2.25967 -2.33526
H -1.16147 -2.28436 -0.13923
H -2.05338 -1.30864 0.92439
H -2.07000 -3.09186 1.27352
H 0.06799 -4.03978 2.14422
H 1.06579 -3.39184 0.70304
H 1.63917 -3.12806 2.19850
H -0.14266 -1.68680 4.01090
H -1.31565 -2.88901 3.53647
H -1.46976 -1.02213 3.20630
H 0.50702 4.03761 -2.59594
H 1.55965 3.09871 -3.56503
H -0.93182 1.73317 0.77245
H -0.11119 0.49821 -1.56701
```

HOMO = -9.50 eV
molar mass = 169.27 g mol⁻¹
charge = 0
SMILES = C#CC(C)(C)C.CCC/N=C\O
LUMO level = 0.8 eV
energy = -522.24576 a.u.
relative energy (zero: lowest compared OMol25 entry of this formula, charge and spin) = 4.602 eV